Formula: C46H35FN4O9RhS
Source: the Open Molecules 2025 dataset
Level of theory: the ωB97M-V functional and the def2-TZVPD basis

Cartesian coordinates (Å):
1 Rh -0.27527 0.58691 0.16769
2 O -1.84498 -0.59484 -0.25229
3 C -2.26481 -1.85757 -0.00186
4 C -1.45208 -2.82876 -0.91028
5 C -0.05589 -3.00345 -0.40805
6 C 0.34401 -4.22865 0.12248
7 C 1.65927 -4.40019 0.51431
8 C 2.54153 -3.35416 0.33822
9 C 2.07279 -2.16120 -0.21111
10 C 3.03692 -1.05526 -0.46623
11 C 2.91026 0.04639 0.63241
12 O 1.72460 0.68660 0.51584
13 C 3.03792 -0.60926 2.01537
14 C 1.88975 -0.92385 2.72953
15 C 1.97965 -1.47434 3.99439
16 C 3.22147 -1.71256 4.55921
17 C 4.36997 -1.40152 3.85125
18 C 4.28122 -0.85492 2.58309
19 C 3.99237 1.11997 0.48116
20 C 4.92279 1.15621 -0.54457
21 C 5.80979 2.21418 -0.64783
22 C 5.77977 3.24641 0.26860
23 C 4.83613 3.22912 1.28205
24 C 3.95473 2.17184 1.38906
25 N 0.79366 -1.98469 -0.53702
26 C -3.77545 -1.91850 -0.28471
27 C -4.48275 -0.73649 -0.09435
28 C -5.84121 -0.67424 -0.33481
29 C -6.52750 -1.80410 -0.74739
30 C -5.83736 -2.99267 -0.90379
31 C -4.47162 -3.05248 -0.67272
32 C -2.14597 -2.26470 1.47333
33 C -2.36542 -3.57543 1.87778
34 C -2.33533 -3.91001 3.21913
35 C -2.10975 -2.93885 4.18003
36 C -1.88844 -1.63214 3.78284
37 C -1.90089 -1.29838 2.43940
38 H -1.42681 -2.35101 -1.89057
39 H -1.93222 -3.80034 -0.98812
40 H -0.35325 -5.04720 0.20817
41 H 1.99678 -5.33941 0.92993
42 H 3.58747 -3.45770 0.58734
43 H 2.78983 -0.56230 -1.40827
44 H 4.05153 -1.45735 -0.47006
45 H 0.91879 -0.70676 2.28943
46 H 1.07645 -1.70814 4.53952
47 H 3.29430 -2.12088 5.55700
48 H 5.34057 -1.57587 4.29490
49 H 5.18038 -0.60010 2.03872
50 H 4.97293 0.36988 -1.28022
51 H 6.51956 2.23252 -1.46273
52 H 6.48155 4.06529 0.19023
53 H 4.77843 4.04652 1.98595
54 H 3.20907 2.15525 2.16897
55 H -3.92895 0.13009 0.22455
56 H -6.37328 0.25886 -0.20479
57 H -7.59278 -1.76000 -0.93520
58 H -6.36498 -3.88489 -1.21245
59 H -3.96689 -3.99767 -0.80558
60 H -2.57480 -4.34698 1.15277
61 H -2.50657 -4.93579 3.51600
62 H -2.12500 -3.19955 5.22991
63 H -1.72413 -0.85911 4.51954
64 H -1.74015 -0.26729 2.14226
65 O 0.12017 2.22151 1.98117
66 C 0.43507 3.05053 1.11572
67 N 0.38236 2.81730 -0.18396
68 S 1.18533 3.95178 -1.04912
69 O 0.38326 4.59096 -2.05563
70 O 2.45811 3.45583 -1.50183
71 C 1.42290 5.07157 0.34846
72 C 1.91150 6.35382 0.43515
73 C 1.89813 6.96752 1.68446
74 C 1.38453 6.31395 2.79663
75 C 0.88875 5.02322 2.69548
76 C 0.92923 4.40874 1.45609
77 H 2.27907 6.86725 -0.44073
78 H 2.28120 7.97271 1.79137
79 H 1.37264 6.82566 3.74910
80 H 0.45793 4.49795 3.53479
81 F -5.62483 1.32327 4.01423
82 C -4.76003 2.24346 3.53161
83 C -4.73257 2.50743 2.20861
84 N -3.95421 3.48409 1.67254
85 C -3.63575 3.39290 0.26669
86 C -2.55961 2.24811 0.12022
87 O -2.07924 2.03545 -0.98940
88 O -2.30766 1.65898 1.18695
89 C -3.02790 4.15315 2.46129
90 O -2.29200 5.00768 2.02942
91 N -3.07904 3.84560 3.80097
92 C -3.86340 2.90337 4.45736
93 O -3.76047 2.73134 5.65268
94 H -5.35688 1.95791 1.51940
95 H -3.19301 4.32943 -0.06871
96 H -4.52970 3.16109 -0.31271
97 H -2.36701 4.29442 4.36567

Atoms 1-2, force components in eV/Å:
Rh 0.2 0.2 -0.1
O 1.0 1.2 0.0

**HOMO-LUMO gap (spin up / spin down)**: 8.587 / 7.016 eV
**Charge**: -1
**Lowest unoccupied orbital energy (spin up / spin down)**: 2.44 / 0.86 eV
**E_HOMO (spin up / spin down)**: -6.15 / -6.16 eV
**Multiplicity**: 5

---

Formula: C26H33BrN2O7S
Source: the Open Molecules 2025 dataset
Level of theory: the ωB97M-V functional and the def2-TZVPD basis

Cartesian coordinates (Å):
1 C -1.68245 3.87201 3.34943
2 C -0.42061 3.92812 2.50124
3 O 0.13006 2.63051 2.28745
4 C 0.94165 2.15092 3.24720
5 O 1.20021 2.76892 4.25820
6 C 1.48057 0.84193 2.90942
7 C 2.37577 0.11862 3.69046
8 C 2.87740 0.45185 5.03455
9 S 1.98698 -0.57037 6.29664
10 C 0.34441 0.05775 5.99203
11 C -0.43686 -0.52162 5.00650
12 C -1.69535 -0.00733 4.74926
13 C -2.16823 1.06756 5.48256
14 C -1.38224 1.63523 6.47236
15 C -0.11950 1.13314 6.72913
16 N 2.68615 -1.05222 3.07291
17 C 3.56513 -2.05862 3.60201
18 C 2.02224 -1.11151 1.87410
19 C 2.02966 -2.09574 0.89310
20 C 1.24696 -1.87574 -0.21510
21 Br 1.18807 -3.16075 -1.61080
22 C 0.46349 -0.71756 -0.38160
23 O -0.23990 -0.67472 -1.54391
24 C -1.05447 0.44270 -1.81923
25 C -1.67424 0.19957 -3.20479
26 O -2.42297 -0.98787 -3.21177
27 C -0.56413 0.16086 -4.28419
28 N -0.97206 -0.27809 -5.59885
29 C -1.82551 0.53175 -6.46143
30 C -1.47712 0.05566 -7.89794
31 O -2.22156 0.67312 -8.91870
32 C -1.49646 2.03152 -6.32156
33 O -2.15856 2.83550 -7.26655
34 C -3.33375 0.28871 -6.19321
35 O -4.18125 1.01545 -7.05260
36 C 0.46106 0.25594 0.59662
37 C 1.24723 0.06340 1.73288
38 H -2.10904 4.86745 3.43379
39 H -2.41297 3.20698 2.89468
40 H -1.44015 3.50230 4.34248
41 H -0.63424 4.31391 1.50143
42 H 0.33215 4.55600 2.98927
43 H 2.68415 1.49743 5.26476
44 H 3.93039 0.20942 5.16683
45 H -0.06519 -1.36853 4.44893
46 H -2.30551 -0.44942 3.97561
47 H -3.15292 1.46435 5.28292
48 H -1.75085 2.47448 7.04353
49 H 0.50661 1.57167 7.49071
50 H 3.40398 -2.99397 3.07169
51 H 3.35527 -2.21436 4.66127
52 H 4.61114 -1.76300 3.48604
53 H 2.61717 -2.99638 0.97377
54 H -0.46264 1.36622 -1.82621
55 H -1.84915 0.52581 -1.06639
56 H -2.38656 1.00488 -3.40893
57 H -1.83866 -1.69875 -2.91421
58 H 0.19177 -0.55905 -3.95395
59 H -0.09060 1.14032 -4.35383
60 H -1.37391 -1.20717 -5.52564
61 H -0.40106 0.20792 -8.04972
62 H -1.68090 -1.01576 -7.97635
63 H -2.05809 1.62894 -8.84773
64 H -0.42589 2.18509 -6.48410
65 H -1.75180 2.36772 -5.30698
66 H -3.11071 2.65126 -7.17292
67 H -3.59672 0.59580 -5.17898
68 H -3.53162 -0.78962 -6.27817
69 H -3.94936 0.75686 -7.96160
70 H -0.12712 1.15132 0.50259

Atoms 1-2, force components in eV/Å:
C 0.4 -0.1 -0.2
C -0.2 0.5 0.3

**HOMO-LUMO gap**: 8.604 eV
**Charge**: 0
**Lowest unoccupied orbital energy**: 0.41 eV
**E_HOMO**: -8.19 eV
**SMILES**: CCOC(=O)c1c(CSc2ccccc2)n(C)c2cc(Br)c(OC[C@H](O)CNC(CO)(CO)CO)cc12

---

Formula: C4H6OS
Source: the Open Molecules 2025 dataset
Level of theory: the ωB97M-V functional and the def2-TZVPD basis

Cartesian coordinates (Å):
1 C -2.46941 -0.54880 -0.00623
2 C -1.22279 -0.06278 0.07707
3 O -0.15484 -0.97880 0.13950
4 C 0.99146 -0.42765 -0.24270
5 C 1.17462 1.00902 0.23015
6 S -0.60791 1.56522 -0.05646
7 H -3.31659 0.16377 -0.23608
8 H -2.51216 -1.60886 0.14712
9 H 1.21013 -0.59169 -1.35571
10 H 1.76085 -1.09070 0.24996
11 H 1.26401 1.39586 1.31186
12 H 1.81608 1.65157 -0.34054

Atoms 1-2, force components in eV/Å:
C 0.3 2.0 -0.1
C 0.0 -1.3 -0.7

**HOMO-LUMO gap**: 8.984 eV
**Charge**: 0
**Lowest unoccupied orbital energy**: 0.78 eV
**E_HOMO**: -8.20 eV
**SMILES**: C=C1OCCS1

---

Formula: C5H6O
Source: the Open Molecules 2025 dataset
Level of theory: the ωB97M-V functional and the def2-TZVPD basis

Cartesian coordinates (Å):
1 C 0.51539 1.32508 0.94654
2 C 0.31221 0.74141 -0.45815
3 C -0.09621 -0.69994 -0.56031
4 C 0.34249 -1.88640 -1.12639
5 C -1.05922 -1.53684 -0.11344
6 O -1.93479 -1.99968 0.53689
7 H -0.40744 1.38785 1.53379
8 H 1.24710 0.74303 1.51296
9 H 0.90849 2.34355 0.84698
10 H 1.23177 0.86764 -1.03287
11 H -0.46096 1.32993 -0.97648
12 H -0.59882 -2.61563 -1.10951

Atoms 1-2, force components in eV/Å:
C 0.1 0.0 0.0
C 0.2 -0.1 -0.1

**HOMO-LUMO gap**: 9.503 eV
**Charge**: 0
**Lowest unoccupied orbital energy**: 0.62 eV
**E_HOMO**: -8.88 eV
**SMILES**: CCc1cc1=O

---

Formula: C7H14N2O
Source: the Open Molecules 2025 dataset
Level of theory: the ωB97M-V functional and the def2-TZVPD basis

Cartesian coordinates (Å):
1 C 1.93324 -0.93340 -0.89578
2 C 0.67049 -1.08290 -1.33981
3 N 0.06392 -2.29800 -1.56534
4 C 0.01045 0.04664 -2.10962
5 O -1.06592 -0.06249 -2.64877
6 H 2.51333 -1.77108 -0.54705
7 H 2.37037 0.04121 -0.78684
8 H 0.37254 -3.08992 -1.02882
9 H -0.86715 -2.23765 -1.95074
10 H 0.61417 0.96870 -2.17166
11 C 0.87585 2.29449 0.54510
12 C -0.32248 1.71480 0.43922
13 N -0.74292 0.57628 1.10291
14 C 0.11699 -0.11976 2.02339
15 C -2.04733 0.02160 0.84209
16 H 1.67599 1.89248 1.14016
17 H 1.09290 3.18394 -0.01921
18 H -1.10664 2.18884 -0.13629
19 H 0.72927 -0.86954 1.50646
20 H 0.81317 0.53728 2.54058
21 H -0.49649 -0.62660 2.76710
22 H -2.00902 -0.74121 0.05550
23 H -2.47465 -0.44146 1.73289
24 H -2.72009 0.80774 0.50452

Atoms 1-2, force components in eV/Å:
C -0.7 0.2 0.2
C 0.8 -0.1 -1.6

**HOMO-LUMO gap**: 8.228 eV
**Charge**: 0
**Lowest unoccupied orbital energy**: 0.58 eV
**E_HOMO**: -7.65 eV
**SMILES**: C=C(N)C=O.C=CN(C)C

---

| no. | electronic energy (eV) |
| --- | --- |
| 1 | -89220.0620 |
| 2 | -125688.3135 |
| 3 | -17126.1660 |
| 4 | -7325.4362 |
| 5 | -12511.9494 |